# 1
This record from OMol25 describes a molecular structure, C39H49AlFN4O5Sb. The level of theory is ωB97M-V/def2-TZVPD.

Calculated values
M = 821.584 g mol⁻¹
ΔE to the lowest compared entry with this formula, charge and spin = 6.8 kcal per mole
Maximum force = 0.57 eV/Å
HOMO = -11.6984 eV
E = -73276.688 eV
Net charge = +2

Element x y z (Å)
Al  1.3185  -1.1141  1.4177
F  0.6252  2.0053  -4.3494
C  -0.3458  1.5474  -3.5334
C  -0.0111  1.1169  -2.2874
C  -0.9910  0.5459  -1.4671
C  -0.6231  -0.0103  -0.1842
O  0.5826  0.1044  0.2132
C  -1.6376  -0.6588  0.5477
C  -2.9130  -0.6707  0.0512
N  -3.2686  -0.1476  -1.1298
C  -4.6461  -0.2376  -1.5790
C  -5.7432  -0.0161  -0.5875
C  -5.4667  1.0178  -1.6377
C  -2.3051  0.4433  -1.9372
C  -2.6309  0.9277  -3.2115
C  -1.6608  1.4747  -4.0272
N  -2.0247  1.9262  -5.3217
C  -1.2514  2.9649  -5.9784
C  -2.1129  3.6542  -7.0199
N  -2.6024  2.6223  -8.0057
C  -3.3732  1.5320  -7.3075
C  -2.4742  0.9095  -6.2581
C  -1.3993  -1.3541  1.8679
O  -2.3089  -1.4754  2.6542
O  -0.1955  -1.8308  2.0180
H  1.0156  1.1548  -1.9507
H  -3.6962  -1.1505  0.6221
H  -4.7941  -0.9894  -2.3446
H  -5.4739  0.2256  0.4308
H  -6.6225  -0.6349  -0.6870
H  -4.9854  1.9310  -1.3145
H  -6.1639  1.1277  -2.4564
H  -3.6517  0.8868  -3.5622
H  -0.3395  2.5791  -6.4555
H  -0.9414  3.7158  -5.2546
H  -1.5558  4.4039  -7.5780
H  -2.9995  4.1038  -6.5769
H  -1.7930  2.2074  -8.4751
H  -3.1697  3.0576  -8.7340
H  -3.7025  0.8170  -8.0584
H  -4.2343  2.0155  -6.8494
H  -1.6202  0.4152  -6.7519
H  -3.0338  0.1331  -5.7414
O  0.8944  0.3696  3.2494
O  2.1407  -0.1612  2.6654
N  2.3204  -2.2915  0.5636
C  2.2845  -3.0175  -0.4658
C  1.2168  -2.8052  -1.5177
C  -0.0842  -3.2455  -1.2910
C  -1.0720  -3.0449  -2.2469
C  -0.7678  -2.3953  -3.4362
C  0.5271  -1.9468  -3.6639
C  1.5156  -2.1548  -2.7117
C  3.2606  -4.1137  -0.7230
C  4.3793  -4.2286  0.1015
C  5.2937  -5.2454  -0.1017
C  5.0959  -6.1639  -1.1278
C  3.9845  -6.0587  -1.9493
C  3.0712  -5.0322  -1.7513
H  -0.3145  -3.7639  -0.3670
H  -2.0731  -3.4215  -2.0708
H  -1.5314  -2.2640  -4.1947
H  0.7781  -1.4535  -4.5960
H  2.5328  -1.8327  -2.9028
H  4.5078  -3.5083  0.8984
H  6.1625  -5.3284  0.5379
H  5.8102  -6.9616  -1.2842
H  3.8280  -6.7757  -2.7442
H  2.2050  -4.9584  -2.3968
C  4.1689  0.0156  5.1369
C  2.7984  -0.1369  5.7921
C  2.8251  0.0630  7.3063
Sb  1.4562  1.2237  4.8831
C  2.3783  3.0083  4.2352
C  2.8868  3.8151  5.4280
C  1.4007  3.7741  3.3479
C  -0.5241  1.3972  5.6169
C  -0.6867  2.4651  6.6903
C  -0.9968  0.0066  6.0406
H  4.8241  -0.7813  5.4949
H  4.6366  0.9650  5.4072
H  4.1159  -0.0635  4.0530
H  2.3630  -1.1060  5.5373
H  3.3165  0.9997  7.5764
H  3.3958  -0.7450  7.7668
H  1.8305  0.0519  7.7553
H  3.2144  2.6412  3.6347
H  2.0647  4.1819  6.0461
H  3.4377  4.6870  5.0717
H  3.5637  3.2436  6.0657
H  0.4931  4.0517  3.8895
H  1.1163  3.1956  2.4679
H  1.8687  4.7003  3.0092
H  -1.0345  1.6869  4.6926
H  -0.1331  2.2134  7.5966
H  -1.7400  2.5371  6.9676
H  -0.3676  3.4531  6.3558
H  -0.5039  -0.3212  6.9574
H  -0.8436  -0.7374  5.2572
H  -2.0700  0.0415  6.2368

# 2
This record from OMol25 describes 2 unconnected molecules or ions with the total composition C9H14O. The level of theory is ωB97M-V/def2-TZVPD.

Calculated values
SMILES = Cc1ccccc1.CCO
M = 138.210 g mol⁻¹
ΔE to the lowest compared entry with this formula, charge and spin = 71.6 kcal per mole
Maximum force = 5.76 eV/Å
HOMO = -8.5984 eV
E = -11604.530 eV

Element x y z (Å)
C  2.2673  1.5955  -1.6557
C  1.4823  1.0527  -0.4977
C  1.6789  -0.2979  -0.4324
C  1.1686  -0.9637  0.8006
C  0.5168  -0.2296  1.7827
C  0.1066  1.0997  1.4884
C  0.5502  1.6718  0.3410
H  2.8487  0.9421  -2.3706
H  2.9885  2.3329  -1.2511
H  1.5825  2.1836  -2.3434
H  2.1074  -0.8936  -1.2686
H  1.4563  -1.8717  1.0317
H  0.1541  -0.5601  2.7405
H  -0.4180  1.6468  2.2448
H  0.0568  2.6840  -0.1405
C  -1.9767  -1.8896  0.4074
C  -1.7255  -0.5307  -0.2033
O  -2.8140  -0.1955  -0.9941
H  -1.7346  -2.6211  -0.2916
H  -3.0610  -1.9794  0.6855
H  -1.3243  -2.1531  1.3517
H  -1.6605  0.4198  0.5420
H  -0.8831  -0.3652  -0.8240
H  -3.3675  -1.0779  -1.1431

# 3
This record from OMol25 describes 2 unconnected molecules or ions with the total composition C4H12. The level of theory is ωB97M-V/def2-TZVPD.

Calculated values
SMILES = CC.CC
M = 60.140 g mol⁻¹
ΔE to the lowest compared entry with this formula, charge and spin = 5.8 kcal per mole
Maximum force = 1.14 eV/Å
HOMO = -11.6431 eV
E = -4342.276 eV

Element x y z (Å)
C  -0.6575  0.5638  1.5618
C  -0.7365  2.0735  1.3251
H  -1.3331  0.0113  0.9159
H  0.3371  0.1398  1.3928
H  -0.8528  0.2839  2.5967
H  -1.5416  2.3960  0.6756
H  0.2195  2.4306  0.9317
H  -0.8029  2.5998  2.2768
C  0.7344  -2.0111  -1.1420
C  0.6067  -0.6197  -1.7607
H  0.3086  -2.0806  -0.1433
H  0.2660  -2.7561  -1.7794
H  1.7960  -2.2860  -1.0704
H  0.3572  0.1280  -1.0077
H  1.5141  -0.3297  -2.3000
H  -0.2153  -0.5435  -2.4729

# 4
This record from OMol25 describes a molecular structure, C14H24N4O5Sr. The level of theory is ωB97M-V/def2-TZVPD.

Calculated values
M = 415.989 g mol⁻¹
ΔE to the lowest compared entry with this formula, charge and spin = 37.4 kcal per mole
Maximum force = 4.59 eV/Å
HOMO = -5.7079 eV
E = -31936.929 eV

Element x y z (Å)
O  3.5881  -0.4632  -2.0377
H  4.0669  0.3826  -2.1912
Sr  0.9933  0.0864  -0.6230
N  -1.4668  -0.1529  -1.7795
N  0.5553  -1.1198  -2.9912
O  -2.6282  -0.1249  -0.9932
O  1.5668  -0.8230  -3.7015
C  -1.7476  -0.8260  -2.9236
C  -0.6246  -1.2625  -3.6652
C  -3.0747  -1.2704  -3.4330
C  -0.6427  -1.7456  -5.0648
H  -3.8365  -0.8306  -2.7905
H  -3.1429  -2.3770  -3.3776
H  -3.2348  -0.9574  -4.4847
H  0.3448  -1.8950  -5.5303
H  -1.2157  -1.0574  -5.6937
H  -1.1848  -2.6939  -5.0878
H  -2.9211  0.8372  -0.9179
H  2.7549  0.0290  -2.4980
O  0.5691  -2.1498  0.2256
H  -0.1637  -2.2044  0.8727
H  0.5837  -2.9763  -0.2975
C  0.4489  2.3704  -1.2258
H  0.6352  2.8837  -0.2905
H  -0.5049  2.5347  -1.7189
H  1.3892  2.2848  -1.8485
O  -3.5227  2.2537  -0.6111
H  -3.1821  2.9788  -1.1870
H  -3.3439  2.5325  0.2882
N  2.7246  0.8667  1.3713
C  2.3385  0.5966  2.7071
C  3.2365  0.4230  3.7470
C  2.7556  0.2569  5.0561
C  1.4038  0.1680  5.3272
C  0.4671  0.2001  4.2727
C  -0.9075  -0.0449  4.4998
C  -1.7638  -0.1631  3.4145
C  -1.2599  0.0155  2.1113
N  0.0363  0.3480  1.8951
C  0.9321  0.4408  2.9302
H  2.4096  1.7724  1.0079
H  3.7348  0.8402  1.2961
H  4.2963  0.4709  3.4989
H  3.4956  0.1977  5.8428
H  1.0626  0.0499  6.3552
H  -1.2920  -0.1707  5.5217
H  -2.8232  -0.4038  3.5149
H  -1.9052  -0.1081  1.2076